Record 1
The following is a quantum chemistry calculation of a 6-piece molecular cluster, C40H75IO2 overall, from the Open Molecules 2025 dataset.

```
118
Properties=species:S:1:pos:R:3
O 3.01 -0.82 1.42
C 3.16 0.34 1.68
C 4.47 0.90 2.09
C 4.78 2.14 1.73
I 6.59 3.06 2.23
C 3.82 2.95 0.92
O 4.16 3.75 0.10
C 2.39 2.64 1.22
C 1.42 3.63 1.13
C 0.10 3.30 1.45
C -0.23 2.00 1.81
C 0.75 1.01 1.87
C 2.06 1.34 1.59
H 5.15 0.30 2.68
H 1.71 4.63 0.85
H -0.66 4.06 1.41
H -1.26 1.75 2.03
H 0.51 -0.01 2.15
C -4.32 2.98 1.88
C -4.23 2.68 3.38
C -4.37 1.20 3.71
C -5.72 0.58 3.32
C -6.94 1.25 3.93
C -6.98 1.18 5.45
H -5.29 2.70 1.47
H -4.18 4.04 1.70
H -3.55 2.43 1.33
H -4.98 3.26 3.92
H -3.26 3.02 3.75
H -4.20 1.05 4.78
H -3.58 0.64 3.21
H -5.71 -0.48 3.61
H -5.82 0.59 2.23
H -7.84 0.76 3.54
H -7.00 2.29 3.61
H -6.95 0.14 5.80
H -7.89 1.64 5.84
H -6.13 1.70 5.90
C 9.18 6.92 -3.20
C 8.03 6.51 -2.29
C 8.24 5.15 -1.62
C 8.36 3.97 -2.58
C 7.17 3.78 -3.52
C 5.85 3.51 -2.80
H 9.30 6.22 -4.03
H 8.99 7.91 -3.63
H 10.12 6.97 -2.65
H 7.09 6.50 -2.86
H 7.91 7.26 -1.51
H 7.42 4.97 -0.92
H 9.15 5.20 -1.01
H 8.49 3.05 -1.99
H 9.27 4.07 -3.18
H 7.39 2.94 -4.19
H 7.06 4.65 -4.17
H 5.93 2.62 -2.18
H 5.05 3.35 -3.52
H 5.56 4.34 -2.16
C -6.97 -2.81 0.99
C -8.20 -2.69 1.89
C -7.90 -2.90 3.37
C -7.35 -4.28 3.73
C -8.25 -5.45 3.34
C -9.61 -5.43 4.03
H -6.54 -3.81 1.05
H -7.24 -2.62 -0.05
H -6.21 -2.09 1.28
H -8.97 -3.39 1.56
H -8.63 -1.69 1.76
H -8.81 -2.70 3.95
H -7.17 -2.15 3.69
H -7.18 -4.31 4.81
H -6.37 -4.42 3.27
H -7.74 -6.38 3.59
H -8.39 -5.47 2.25
H -9.50 -5.45 5.11
H -10.20 -6.30 3.74
H -10.19 -4.54 3.76
C -4.70 -2.59 -6.04
C -5.90 -3.19 -5.32
C -6.02 -2.75 -3.86
C -4.84 -3.16 -2.97
C -4.56 -4.66 -2.92
C -5.72 -5.48 -2.35
H -3.75 -2.90 -5.58
H -4.67 -2.90 -7.08
H -4.74 -1.49 -6.02
H -5.86 -4.28 -5.38
H -6.81 -2.88 -5.84
H -6.95 -3.15 -3.44
H -6.11 -1.66 -3.82
H -5.04 -2.80 -1.95
H -3.94 -2.64 -3.29
H -3.68 -4.83 -2.30
H -4.31 -5.03 -3.92
H -5.96 -5.14 -1.34
H -5.46 -6.53 -2.30
H -6.62 -5.39 -2.96
C 6.82 0.25 -0.90
C 7.74 -0.76 -0.21
C 9.21 -0.35 -0.25
C 9.80 -0.23 -1.65
C 9.71 -1.49 -2.51
C 10.46 -2.68 -1.92
H 7.05 0.35 -1.96
H 5.77 -0.06 -0.81
H 6.92 1.23 -0.43
H 7.60 -1.75 -0.66
H 7.43 -0.86 0.84
H 9.79 -1.07 0.33
H 9.32 0.61 0.26
H 10.86 0.06 -1.56
H 9.32 0.60 -2.19
H 10.11 -1.27 -3.50
H 8.66 -1.76 -2.66
H 11.52 -2.45 -1.79
H 10.39 -3.55 -2.58
H 10.05 -2.98 -0.95
```

Summary:
E_LUMO = -1.1 eV
HOMO energy = -9.60 eV
SMILES string = O=C1C=C(I)C(=O)c2ccccc21.CCCCCC.CCCCCC.CCCCCC.CCCCCC.CCCCCC
frontier orbital gap = 8.47 eV

=====

Record 2
The following is a quantum chemistry calculation of a 6-piece molecular cluster, C40H76F4IN6O20 overall at a distorted geometry, from the Open Molecules 2025 dataset.

```
147
Properties=species:S:1:pos:R:3
C -2.63 3.25 -0.76
C -1.70 2.04 -1.33
O -0.37 2.26 -0.82
C 0.66 1.59 -1.56
C 1.71 2.75 -2.04
C 0.92 3.50 -3.20
C 1.27 2.71 -4.58
O 0.81 3.47 -5.73
N 2.10 3.49 -0.84
C 2.43 4.87 -0.93
F 3.28 5.06 -2.10
F 3.24 5.47 0.09
C 1.16 5.89 -0.98
F 1.21 6.73 -2.14
F -0.09 5.21 -0.85
C 2.58 2.62 0.22
C 1.79 2.72 1.64
C 1.89 4.10 2.41
C 0.94 3.99 3.73
C -0.02 5.25 3.92
O 0.37 6.44 3.84
O -1.41 5.04 4.16
C 4.16 2.74 0.63
C 5.13 3.01 -0.60
O 5.08 2.51 -1.74
I 6.80 4.40 -0.23
C 2.55 1.01 -0.11
N 1.34 0.46 -0.82
C 0.49 -0.21 0.22
C 0.82 -1.71 0.62
C 1.84 -1.88 1.88
C 1.26 -1.29 3.25
N 1.23 -2.40 4.26
C 1.91 -0.44 -1.88
C 0.99 -1.39 -2.73
C -0.59 -1.39 -2.63
C -1.17 -1.85 -4.10
N -2.53 -2.50 -3.97
C -3.59 -1.46 -3.99
N -4.02 -0.93 -2.85
N -4.20 -0.96 -5.25
H -3.75 3.04 -0.94
H -2.38 4.16 -1.42
H -2.46 3.44 0.35
H -2.18 1.08 -0.90
H -1.81 2.08 -2.46
H 0.17 1.25 -2.55
H 2.65 2.32 -2.52
H -0.22 3.48 -3.13
H 1.22 4.58 -3.40
H 0.76 1.67 -4.61
H 2.40 2.55 -4.64
H 1.25 3.10 -6.52
H 1.19 6.64 -0.10
H 0.66 2.51 1.52
H 2.15 1.90 2.38
H 1.47 4.98 1.79
H 2.94 4.35 2.82
H 1.62 3.96 4.67
H 0.36 3.00 3.76
H -1.60 5.41 5.06
H 4.52 1.77 1.13
H 4.35 3.56 1.40
H 3.49 0.84 -0.76
H 2.79 0.51 0.89
H 0.42 0.37 1.22
H -0.60 -0.21 -0.16
H 1.18 -2.42 -0.19
H -0.16 -2.17 1.01
H 1.94 -3.02 2.02
H 2.90 -1.51 1.64
H 0.24 -0.78 3.13
H 2.06 -0.55 3.66
H 0.71 -2.11 5.11
H 0.75 -3.23 3.87
H 2.68 -1.10 -1.33
H 2.56 0.17 -2.61
H 1.25 -1.24 -3.85
H 1.33 -2.48 -2.54
H -0.91 -2.25 -1.92
H -1.10 -0.46 -2.25
H -0.46 -2.68 -4.46
H -1.24 -0.98 -4.83
H -2.69 -3.05 -4.84
H -4.74 -0.25 -3.12
H -4.05 0.05 -5.37
H -5.22 -1.15 -5.26
C 4.50 -7.21 -1.03
O 3.39 -6.32 -1.17
C 2.64 -6.54 -2.27
O 2.84 -7.40 -3.09
O 1.65 -5.64 -2.28
C 0.76 -5.76 -3.40
H 5.03 -6.93 -0.11
H 4.15 -8.24 -0.93
H 5.19 -7.11 -1.87
H 0.27 -6.74 -3.39
H 1.30 -5.61 -4.33
H 0.00 -4.99 -3.31
C 2.25 -0.78 8.38
O 1.69 0.44 8.84
C 1.66 1.42 7.92
O 2.06 1.33 6.78
O 1.12 2.51 8.49
C 1.02 3.63 7.62
H 2.22 -1.50 9.20
H 1.66 -1.19 7.55
H 3.29 -0.64 8.08
H 0.38 3.40 6.76
H 2.01 3.95 7.29
H 0.57 4.45 8.18
C -1.88 2.09 9.50
O -2.95 1.38 8.87
C -3.23 0.20 9.43
O -2.67 -0.29 10.38
O -4.25 -0.35 8.75
C -4.66 -1.63 9.24
H -1.73 3.03 8.97
H -2.13 2.31 10.54
H -0.95 1.51 9.45
H -5.02 -1.55 10.26
H -3.84 -2.35 9.17
H -5.48 -1.97 8.61
C -1.01 -10.78 -1.79
O -2.35 -10.64 -1.32
C -2.92 -9.46 -1.61
O -2.40 -8.55 -2.22
O -4.16 -9.46 -1.11
C -4.89 -8.25 -1.35
H -0.66 -11.77 -1.49
H -0.98 -10.71 -2.88
H -0.36 -10.03 -1.34
H -5.02 -8.09 -2.43
H -4.40 -7.40 -0.89
H -5.88 -8.37 -0.91
C -2.10 4.13 -6.47
O -2.90 4.58 -7.56
C -2.66 3.94 -8.71
O -1.85 3.06 -8.88
O -3.48 4.45 -9.65
C -3.33 3.86 -10.94
H -2.38 4.71 -5.59
H -2.28 3.07 -6.26
H -1.04 4.31 -6.67
H -3.56 2.79 -10.91
H -2.32 4.02 -11.32
H -4.04 4.35 -11.61
```

Summary:
net charge = +1
E_LUMO = -2.2 eV
HOMO energy = -11.84 eV
frontier orbital gap = 9.65 eV